# C2H6NO3

C2H6NO3 as an isolated structure in a non-equilibrium geometry (ωB97M-V/def2-TZVPD, OMol25).

Last column: Löwdin spin population.
Cartesian coordinates (Å):
1 O 0.9607 -0.3537 3.1450  0.8002
2 O -0.5131 0.0549 -1.5970  0.0025
3 O -2.8249 0.1362 -2.5302  0.0007
4 N 0.7156 0.1929 0.4308  0.0086
5 C 1.6282 0.1627 2.0645  0.0860
6 C 0.5053 -0.1958 -0.8836  -0.0001
7 H -1.6399 -0.2299 -2.1101  0.0000
8 H 1.2367 -0.9048 -1.4664  -0.0002
9 H -2.9283 0.1167 -3.4866  0.0000
10 H 2.0605 1.2037 2.0746  0.0249
11 H 2.4666 -0.6583 1.7315  0.0773
12 H 0.0129 0.6217 1.0133  0.0001

Calculated values
- expectation value of S² = 0.756
- DFT total energy (a.u.) = -360.042729
- 2S+1 = 2
- frontier orbital gap (alpha / beta) (Ha) = 0.3024 / 0.1645
- energy above the lowest of the compared OMol25 structures with the same formula, charge and spin (eV) = 4.7235